Record 1
A 8-piece molecular cluster, C28H77ClN7O11 overall in a non-equilibrium geometry, computed with ωB97M-V/def2-TZVPD.

Summary:
HOMO level ... -6.95 eV
E ... -2783.74807 a.u.
LUMO level ... 2.63 eV
Net charge ... -1
Relative energy (zero: lowest compared OMol25 entry of this formula, charge and spin) ... 2.072 eV
Spin multiplicity ... 1

Geometry (Å):
Cl: 13.599264 15.443040 15.605495
O: 14.806954 14.754570 15.316771
O: 12.556040 14.483553 15.792692
O: 13.832000 16.245566 16.755682
O: 13.200501 16.318704 14.489047
C: 15.489418 12.612257 21.106877
C: 14.095113 12.208236 20.840193
C: 13.953715 12.048245 19.296781
O: 12.653331 11.517808 18.910045
C: 12.631699 11.386626 17.511046
N: 13.848378 10.893399 21.459565
H: 15.611493 13.596632 20.652438
H: 16.404793 12.055031 20.877057
H: 15.589366 12.755969 22.188360
H: 13.519627 13.059052 21.293847
H: 14.777976 11.414561 18.992450
H: 14.115063 13.083117 18.803987
H: 12.702238 12.393942 17.050007
H: 11.692598 11.015463 17.124608
H: 13.507601 10.814068 17.107564
H: 12.948909 10.520569 21.266497
H: 14.016214 10.676800 22.493160
C: 12.767284 16.494362 20.181812
C: 13.800250 17.731457 20.331614
C: 14.975365 17.531656 19.461141
O: 16.036270 18.209043 20.168072
C: 17.240929 18.305291 19.449256
N: 13.001008 18.969174 20.083316
H: 13.272023 15.535176 20.349995
H: 12.301564 16.507675 19.222095
H: 11.969366 16.662343 20.880134
H: 13.952585 17.758838 21.424378
H: 14.925809 17.848763 18.382244
H: 15.219207 16.438773 19.359380
H: 17.715521 17.288844 19.310610
H: 17.929960 18.888003 20.115308
H: 17.165842 18.785930 18.474601
H: 12.806599 18.912078 19.048924
H: 13.561510 19.819315 20.103110
C: 13.450243 12.774023 8.560319
C: 12.546489 13.325751 9.642547
C: 13.475306 13.776611 10.801990
O: 13.936350 12.601457 11.558006
C: 14.365047 12.901641 12.912921
N: 11.791396 14.515670 9.148324
H: 12.845309 12.219900 7.771043
H: 14.190204 12.041298 8.979473
H: 14.025328 13.569808 8.049414
H: 12.017535 12.496471 10.118576
H: 12.930448 14.432265 11.504128
H: 14.263167 14.408312 10.380074
H: 14.594251 11.948228 13.455115
H: 13.646827 13.531480 13.462816
H: 15.306044 13.450186 12.878841
H: 11.414716 14.350554 8.174618
H: 10.911585 14.517457 9.654825
C: 9.657059 19.601648 17.878113
C: 10.210825 18.714657 16.815086
C: 11.295442 19.510425 16.062890
O: 12.230308 20.042591 17.026114
C: 13.553953 20.130064 16.454546
N: 10.630477 17.378550 17.302919
H: 9.465634 20.583023 17.468920
H: 10.414015 19.854808 18.627068
H: 8.732112 19.397819 18.439126
H: 9.473897 18.550153 16.045051
H: 10.912097 20.301520 15.384184
H: 11.819751 18.795629 15.379614
H: 14.263254 20.265996 17.264120
H: 13.710381 20.892225 15.731705
H: 13.777955 19.158085 16.043797
H: 11.418859 17.071584 16.754310
H: 11.093027 17.556026 18.192623
C: 10.820788 11.378988 14.150947
C: 10.444905 11.513885 12.697619
C: 10.249435 12.875648 12.141269
O: 9.134275 13.648764 12.693528
C: 9.649670 14.543268 13.716136
N: 11.371223 10.863541 11.753627
H: 11.785334 11.796158 14.284186
H: 10.911859 10.340216 14.547440
H: 10.141267 12.027728 14.703687
H: 9.459469 11.000591 12.684387
H: 9.957924 12.768752 11.061147
H: 11.132112 13.537852 12.113803
H: 10.327232 15.266308 13.313940
H: 10.136206 13.969362 14.543682
H: 8.716987 14.959922 14.112421
H: 11.540205 9.874003 11.928004
H: 12.291541 11.232420 11.824956
C: 9.116035 14.445289 17.561092
C: 9.791327 14.580102 18.991840
C: 9.129594 15.701086 19.815791
O: 9.797268 15.929125 21.027066
C: 9.024029 16.712591 21.928358
N: 9.823935 13.421680 19.865439
H: 8.982264 15.460267 17.164907
H: 8.182065 13.946215 17.578811
H: 9.752890 13.935478 16.799843
H: 10.843367 14.903771 18.861874
H: 8.180338 15.306005 20.073496
H: 8.985350 16.678251 19.319370
H: 8.918598 17.787811 21.523920
H: 9.579663 16.807937 22.861788
H: 7.960162 16.330900 22.049313
H: 10.764325 13.192757 19.912353
H: 9.516926 12.573892 19.377468
C: 16.076787 17.275736 13.600739
C: 15.590109 17.737789 12.176900
C: 14.510724 18.728713 12.357660
O: 14.048219 19.166937 11.020581
C: 12.838120 19.825473 11.076757
N: 16.662491 18.485110 11.458605
H: 15.917719 16.219704 13.852959
H: 15.463639 17.816405 14.324561
H: 17.108477 17.620831 13.760444
H: 15.166473 16.862584 11.661219
H: 14.836341 19.597349 12.936742
H: 13.682809 18.314249 12.940003
H: 12.692738 20.469261 11.926020
H: 12.035685 19.159090 11.190695
H: 12.557429 20.430134 10.208757
H: 16.251486 18.876688 10.642519
H: 17.297438 17.733175 11.185505

Atoms 1-2, force components in eV/Å:
-0.54 0.81 -1.79
1.12 -0.65 -0.62

Record 2
A 9-piece molecular cluster, C28H77N7O12 overall in a non-equilibrium geometry, computed with ωB97M-V/def2-TZVPD.

Summary:
HOMO level ... -8.69 eV
E ... -2398.85584 a.u.
LUMO level ... 0.19 eV
Spin multiplicity ... 1
SMILES string ... COCCNCCOC.COCCNCCOC.COCCNCCOC.NC(N)=O.NC(N)=O.CCO.CCO.CCO.CCO

Geometry (Å):
C: -5.937215 9.719337 5.289194
O: -4.978525 9.496357 4.254594
C: -4.490095 8.186247 4.183024
C: -4.062375 7.844367 2.694384
N: -3.408295 6.543837 2.453374
C: -4.165785 5.438907 3.124654
C: -3.975645 4.035477 2.537994
O: -4.350915 3.918227 1.159054
C: -5.733465 4.009277 0.904534
H: -5.829875 9.147457 6.210894
H: -6.940775 9.430957 4.976454
H: -6.037265 10.761777 5.591584
H: -5.301825 7.486207 4.380864
H: -3.646925 8.063687 4.862844
H: -3.343045 8.602247 2.384094
H: -4.914075 8.059247 2.049004
H: -3.684855 6.358487 1.499814
H: -5.226555 5.680227 3.192774
H: -3.796365 5.431457 4.150114
H: -4.544445 3.403067 3.219624
H: -2.930385 3.775777 2.705564
H: -6.337845 3.282917 1.447884
H: -5.864345 3.805107 -0.158146
H: -5.971995 5.056397 1.090934
C: 1.049625 1.593617 5.805414
O: -0.111565 1.573597 6.690784
C: -0.787575 2.845407 6.574644
C: -2.006475 2.937277 7.535004
N: -3.103275 1.958817 7.058814
C: -4.155845 2.113007 8.045014
C: -5.277655 1.038067 7.881794
O: -4.695795 -0.234403 7.840324
C: -5.569605 -1.256443 7.445384
H: 1.810335 2.255007 6.220124
H: 0.685075 1.816157 4.802574
H: 1.623435 0.667497 5.771464
H: -1.109105 3.065217 5.556604
H: -0.107945 3.604687 6.961544
H: -2.343115 3.962297 7.690244
H: -1.628505 2.519197 8.467994
H: -2.668125 1.090757 7.336704
H: -4.680185 3.059977 7.916874
H: -3.830245 2.090417 9.085004
H: -5.836055 1.115417 6.948874
H: -6.016735 1.123477 8.678394
H: -5.058775 -2.146043 7.813834
H: -5.712605 -1.266033 6.364844
H: -6.579595 -1.240313 7.854964
C: 11.415425 -2.970773 -8.492046
O: 11.167865 -2.328983 -7.255876
C: 10.589585 -3.131733 -6.242566
C: 9.127615 -3.543113 -6.552906
N: 8.554055 -4.280273 -5.345876
C: 7.199235 -4.469363 -5.611006
C: 6.359185 -5.047503 -4.476346
O: 6.379125 -6.476443 -4.554516
C: 7.114295 -7.221233 -3.586976
H: 11.749265 -3.939623 -8.120616
H: 12.234205 -2.570033 -9.089636
H: 10.528885 -3.270233 -9.051036
H: 10.723275 -2.559373 -5.324616
H: 11.214905 -3.976833 -5.954656
H: 9.061135 -4.258543 -7.372556
H: 8.515785 -2.672393 -6.788736
H: 9.079035 -5.102533 -5.084396
H: 7.211805 -5.201433 -6.418486
H: 6.688015 -3.522513 -5.784776
H: 5.319155 -4.844183 -4.731496
H: 6.649985 -4.595733 -3.527956
H: 7.867545 -7.751793 -4.169386
H: 6.597695 -8.039173 -3.084786
H: 7.653475 -6.693093 -2.800546
N: -3.686155 -2.176683 -8.609986
C: -3.383775 -1.672663 -7.469556
N: -2.353235 -2.257563 -6.939856
O: -4.144715 -0.982243 -6.853636
H: -3.156125 -2.918813 -9.044046
H: -4.580555 -2.027743 -9.054916
H: -2.100995 -2.144833 -5.968376
H: -1.911555 -2.947423 -7.530706
N: 1.187735 -2.354813 -0.247786
C: 0.481935 -1.577043 -1.004286
N: -0.067465 -0.678623 -0.175586
O: 0.048245 -1.788543 -2.102196
H: 1.567655 -3.191333 -0.667316
H: 1.301985 -2.020093 0.698264
H: 0.295915 -0.640083 0.765994
H: -0.858815 -0.200233 -0.581826
C: 0.036035 -8.320883 2.292274
C: 1.355945 -8.053443 3.025354
O: 2.175435 -7.364753 1.993624
H: -0.400255 -7.404893 1.893874
H: -0.634125 -8.581423 3.111484
H: 0.043765 -9.081003 1.511084
H: 1.840565 -9.024553 3.126324
H: 1.190865 -7.600343 4.002874
H: 2.986475 -7.877493 1.963364
C: -1.919375 5.330967 -4.962576
C: -2.720315 4.023827 -5.087006
O: -1.975355 3.008527 -4.454906
H: -2.416735 6.220537 -5.349066
H: -0.960175 5.385057 -5.477466
H: -1.712005 5.547607 -3.914646
H: -3.039485 3.860337 -6.116336
H: -3.642315 4.202917 -4.533906
H: -2.518545 2.218647 -4.506346
C: 2.449925 1.144517 -7.144116
C: 1.963865 1.109517 -8.585686
O: 2.750115 1.816677 -9.441516
H: 1.641085 0.752067 -6.527776
H: 2.745435 2.160947 -6.883996
H: 3.286595 0.450687 -7.062416
H: 0.956415 1.524537 -8.555636
H: 1.664815 0.134947 -8.971536
H: 2.712495 1.535577 -10.358666
C: -1.969295 -3.941103 5.379104
C: -0.950985 -3.021463 5.979044
O: -1.286465 -2.685653 7.296174
H: -2.982605 -3.556583 5.495044
H: -1.951095 -4.988583 5.680034
H: -1.716645 -4.039963 4.323414
H: -0.906825 -2.210373 5.252204
H: 0.043065 -3.466913 5.939824
H: -2.197675 -2.986553 7.323784

Atoms 1-2, force components in eV/Å:
-0.72 -0.32 -0.06
-0.36 0.86 0.51